{"formula": "C27H25F7N3S", "method": "wB97M-V/def2-TZVPD", "symbols": ["F", "C", "F", "F", "C", "C", "C", "N", "C", "S", "N", "C", "C", "C", "C", "C", "N", "C", "C", "C", "F", "F", "F", "C", "H", "H", "H", "H", "H", "H", "H", "H", "H", "H", "H", "H", "H", "H", "H", "F", "C", "C", "C", "C", "C", "C", "C", "C", "C", "C", "C", "C", "C", "H", "H", "H", "H", "H", "H", "H", "H", "H", "H"], "positions_angstrom": [[-2.3201, 4.8693, -2.2622], [-1.3835, 5.5316, -1.5062], [-0.3637, 5.8804, -2.3402], [-1.9755, 6.6961, -1.0822], [-0.9279, 4.6856, -0.3439], [0.4172, 4.4064, -0.1319], [0.7868, 3.5534, 0.9270], [2.1484, 3.2671, 1.0910], [2.7443, 2.4973, 2.0778], [2.0039, 1.5389, 3.2321], [4.1114, 2.5435, 2.0129], [4.9415, 1.7540, 2.9499], [4.5865, 0.2596, 2.8152], [5.1918, -0.3734, 1.5278], [5.8942, -1.6602, 1.9876], [6.0025, -1.5413, 3.5150], [5.0793, -0.5269, 3.8701], [-0.1840, 3.0535, 1.7812], [-1.5190, 3.3930, 1.5780], [-2.5506, 2.8999, 2.5513], [-3.7906, 2.7922, 1.9939], [-2.2258, 1.6606, 3.0474], [-2.6658, 3.7357, 3.6334], [-1.9132, 4.1921, 0.5117], [1.1793, 4.8400, -0.7770], [2.7727, 3.6385, 0.3716], [4.5388, 3.3829, 1.6208], [5.9862, 1.8920, 2.6394], [4.8058, 2.1018, 3.9883], [3.4620, 0.1720, 2.8024], [4.4136, -0.5587, 0.7813], [5.9232, 0.3294, 1.1094], [5.2941, -2.5446, 1.7455], [6.8791, -1.7691, 1.5308], [5.7517, -2.4814, 4.0134], [7.0447, -1.3077, 3.8013], [4.8863, -0.3046, 4.8337], [0.0837, 2.3861, 2.6109], [-2.9610, 4.4125, 0.3530], [5.3050, -1.4588, 8.7070], [5.1589, -2.4159, 7.7285], [5.9327, -3.5700, 7.8191], [5.7958, -4.5329, 6.8090], [4.9359, -4.3236, 5.7428], [4.1382, -3.1444, 5.6575], [3.3044, -2.9274, 4.5150], [2.0028, -2.3586, 4.5251], [1.2435, -2.3421, 3.3086], [0.0437, -1.6542, 3.2194], [-0.4468, -0.9620, 4.3370], [0.2163, -1.0495, 5.5662], [1.3811, -1.7961, 5.6805], [4.2741, -2.1704, 6.6904], [6.5953, -3.7234, 8.6664], [6.3822, -5.4495, 6.8576], [4.8207, -5.0748, 4.9587], [3.6086, -3.4010, 3.5723], [1.6470, -2.8837, 2.4479], [-0.5076, -1.6323, 2.2741], [-1.3634, -0.3818, 4.2527], [-0.1826, -0.5323, 6.4406], [1.8441, -1.9380, 6.6539], [3.7111, -1.2382, 6.6678]], "forces_ev_per_a": [[0.91, 0.64, 0.73], [-0.48, 0.67, -0.77], [-0.78, -0.30, 0.70], [0.56, -1.12, -0.40], [0.07, -0.02, 0.07], [-0.19, -0.26, 0.23], [-0.27, 0.43, -0.26], [0.60, -0.50, 0.52], [0.51, 0.38, -0.53], [-0.83, 0.95, 0.31], [0.01, 0.07, 0.39], [-0.36, -0.01, -0.39], [-1.03, 0.13, -1.43], [0.03, 0.41, 0.37], [-0.25, -0.17, 0.12], [1.40, -0.47, -0.01], [-0.38, -0.68, 1.31], [-0.58, -0.26, 0.44], [0.03, 0.26, -0.49], [-0.74, -0.13, 0.65], [1.08, 0.09, 0.52], [-0.26, 0.83, -0.27], [0.08, -0.82, -0.95], [0.22, -0.20, 0.23], [-0.19, -0.12, 0.04], [-0.38, -0.21, 0.46], [-0.22, -0.48, 0.11], [-0.24, 0.08, 0.24], [-0.01, -0.08, -0.34], [1.71, -0.07, -0.33], [0.24, 0.06, 0.05], [-0.18, -0.19, -0.12], [0.12, 0.12, -0.16], [-0.18, -0.14, 0.00], [0.35, -0.02, -0.12], [-0.21, 0.00, -0.02], [0.16, 0.13, -0.21], [-0.25, 0.62, -0.69], [0.08, 0.05, -0.07], [-0.23, -1.02, -1.09], [0.14, 0.78, 0.63], [-0.44, -0.17, -0.41], [0.02, 0.12, 0.25], [-0.47, 0.50, -0.46], [1.05, 0.22, 0.97], [-1.43, -0.22, 0.17], [-0.19, 0.01, -0.28], [0.29, 0.19, -0.02], [0.13, -0.16, -0.12], [0.27, -0.22, -0.19], [0.32, -0.22, 0.23], [0.03, 0.38, -0.04], [-0.02, -0.46, -0.06], [-0.07, 0.12, -0.19], [-0.17, 0.24, 0.00], [0.18, 0.19, 0.24], [-0.04, 0.18, 0.33], [-0.14, 0.33, 0.18], [0.23, -0.02, 0.42], [0.20, -0.09, 0.02], [0.06, -0.28, -0.26], [-0.24, 0.11, -0.22], [0.37, -0.19, -0.01]], "relative_energy_kj_mol": 0.0, "gap_ev": 4.57, "fmax_ha_per_bohr": 0.0343, "total_charge": 1}

{"formula": "C6H13N", "method": "wB97M-V/def2-TZVPD", "symbols": ["C", "C", "N", "C", "C", "C", "C", "H", "H", "H", "H", "H", "H", "H", "H", "H", "H", "H", "H", "H"], "positions_angstrom": [[-1.1202, 1.5562, 0.9837], [-0.9904, 0.0565, 1.0747], [-0.7250, -0.6827, -0.1791], [-1.4482, -1.9164, -0.4451], [0.2468, -0.6649, 0.8135], [1.4261, -1.1438, 1.1691], [1.7559, 1.3602, -1.8279], [-2.1301, 1.8426, 0.6709], [-0.9196, 2.0182, 1.9564], [-0.4042, 1.9512, 0.2574], [-1.6751, -0.4359, 1.7733], [-0.8669, -2.5284, -1.1405], [-1.6275, -2.5030, 0.4701], [-2.4085, -1.6785, -0.9119], [2.2728, 1.1482, -0.8881], [1.8729, -0.8543, 2.1146], [1.9845, -1.8161, 0.5243], [0.7971, 0.8342, -1.8317], [2.3725, 1.0197, -2.6642], [1.5869, 2.4370, -1.9194]], "forces_ev_per_a": [[0.02, 0.04, -0.02], [-0.09, 0.12, 0.20], [0.10, -0.06, 0.01], [-0.06, -0.15, -0.06], [0.09, -0.07, 0.06], [-0.10, 0.03, -0.04], [0.00, 0.01, 0.00], [0.13, -0.05, 0.04], [-0.03, -0.07, -0.13], [-0.10, -0.06, 0.10], [0.11, 0.05, -0.11], [-0.09, 0.07, 0.09], [0.04, 0.10, -0.11], [0.14, -0.04, 0.06], [-0.09, 0.04, -0.14], [-0.09, -0.03, -0.13], [-0.11, 0.09, 0.05], [0.18, 0.08, -0.01], [-0.11, 0.05, 0.12], [0.03, -0.16, 0.01]], "relative_energy_kj_mol": 192.5, "gap_ev": 9.84, "fmax_ha_per_bohr": 0.0049, "smiles": "C=C1[C@@H](C)N1C.C"}

{"formula": "C4H5N3", "method": "wB97M-V/def2-TZVPD", "symbols": ["C", "C", "C", "C", "H", "H", "H", "H", "H", "N", "N", "N"], "positions_angstrom": [[-0.7458, -1.8165, 1.3679], [-0.3775, -0.6942, 0.4345], [0.0630, 0.9278, -0.6493], [1.1217, -0.6371, 0.2273], [-0.5490, -1.2602, 2.4188], [-0.1152, -2.8297, 1.3166], [-1.9681, -2.2579, 1.3617], [-1.0574, 1.5281, -1.6754], [1.9575, -1.3088, 0.5966], [-0.9984, 0.4204, 0.1225], [-0.0850, 1.7996, -1.6353], [1.2781, 0.5583, -0.2444]], "forces_ev_per_a": [[-2.90, -1.72, 2.07], [-0.67, -1.68, 2.24], [-1.00, 6.15, -2.22], [0.01, 1.94, -0.07], [-0.57, -1.72, -2.00], [-1.05, 2.68, -0.10], [3.65, 1.80, -0.01], [-1.51, 1.60, -1.23], [-1.34, 0.86, -0.57], [1.02, -4.00, -0.71], [0.02, -3.33, 2.47], [4.34, -2.57, 0.13]], "relative_energy_kj_mol": 406.5, "gap_ev": 9.10, "fmax_ha_per_bohr": 0.1287}

{"formula": "C14H20N2O3", "method": "wB97M-V/def2-TZVPD", "symbols": ["C", "C", "C", "N", "H", "C", "C", "C", "C", "H", "H", "O", "C", "C", "C", "C", "C", "C", "N", "O", "O", "H", "C", "H", "H", "H", "H", "H", "H", "H", "H", "H", "H", "H", "H", "H", "H", "H", "H"], "positions_angstrom": [[-0.9557, -3.5229, -0.0185], [-0.2973, -2.4196, 0.2823], [1.1070, -2.1222, -0.1361], [1.8314, -1.4181, 0.9108], [1.2368, -0.6948, 1.3057], [3.0994, -0.8504, 0.4996], [3.0087, 0.3795, -0.4206], [2.4748, 1.6143, 0.3136], [1.7088, 2.5365, -0.6369], [2.3523, 2.8376, -1.4668], [1.3577, 3.4388, -0.1210], [0.6359, 1.8616, -1.2672], [-0.4440, 1.4801, -0.5643], [-0.8029, 1.9597, 0.6970], [-1.9794, 1.5623, 1.3016], [-2.8656, 0.6865, 0.6807], [-2.5228, 0.2062, -0.5707], [-1.3293, 0.5745, -1.1783], [-1.0117, -0.0418, -2.4361], [0.1561, -0.2362, -2.7010], [-1.9408, -0.3778, -3.1412], [-3.1644, -0.4858, -1.0956], [-4.1271, 0.2507, 1.3573], [-4.5222, 1.0438, 1.9874], [-4.8792, -0.0300, 0.6251], [-3.9305, -0.6157, 1.9894], [-2.2176, 1.9490, 2.2818], [-0.1638, 2.6590, 1.2121], [1.8028, 1.3011, 1.1170], [3.2906, 2.1775, 0.7687], [3.9956, 0.5915, -0.8328], [2.3476, 0.1476, -1.2579], [3.6587, -1.6395, -0.0087], [3.6451, -0.5814, 1.4103], [1.0626, -1.5456, -1.0781], [1.6451, -3.0505, -0.3506], [-0.7847, -1.6324, 0.8464], [-0.4977, -4.3198, -0.5798], [-1.9805, -3.6730, 0.2755]], "forces_ev_per_a": [[-0.12, -0.03, 0.02], [0.22, 0.04, 0.04], [0.14, 0.09, -0.37], [-0.30, 0.12, 0.31], [0.03, -0.09, 0.00], [0.12, 0.18, -0.11], [-0.07, -0.19, 0.24], [-0.19, -0.06, -0.43], [0.40, 0.15, 0.48], [-0.08, 0.04, 0.11], [0.01, -0.05, -0.11], [-0.27, 0.03, -0.07], [-0.20, -0.25, -0.21], [0.24, 0.06, -0.11], [-0.08, -0.15, -0.17], [0.15, 0.11, -0.05], [0.19, 0.09, -0.08], [-0.13, 0.50, 1.07], [0.15, -0.34, -0.48], [0.13, -0.07, -0.23], [-0.23, -0.03, -0.25], [-0.03, -0.03, -0.04], [0.04, -0.10, 0.05], [-0.09, 0.02, 0.04], [-0.11, -0.02, 0.00], [-0.09, -0.05, 0.07], [-0.03, 0.06, 0.10], [0.09, 0.06, -0.01], [0.03, 0.09, 0.06], [-0.01, 0.04, 0.08], [0.06, 0.03, -0.07], [0.05, -0.01, -0.03], [0.08, 0.01, 0.08], [0.12, -0.05, -0.10], [0.06, -0.15, 0.19], [-0.08, -0.01, -0.05], [-0.14, 0.08, 0.08], [0.16, -0.17, -0.12], [-0.21, 0.02, 0.08]], "relative_energy_kj_mol": 558.5, "gap_ev": 8.34, "fmax_ha_per_bohr": 0.0231, "smiles": "C=CCNCCCCOc1ccc(C)cc1[N+](=O)[O-]"}